No. 1
{
  "formula": "CH9NO2",
  "method": "ωB97M-V/def2-TZVPD",
  "species": ["C", "N", "H", "H", "H", "H", "H", "H", "H", "O", "H", "H", "O"],
  "xyz": [[1.256, 0.457, -0.848], [0.028, 0.818, -0.090], [2.130, 1.137, -0.596], [1.167, 0.553, -1.935], [1.668, -0.606, -0.651], [-0.131, 1.808, -0.311], [-0.761, 0.235, -0.345], [-0.006, -2.712, -2.124], [-0.735, -3.092, -0.964], [-0.669, -2.329, -1.532], [-1.022, 0.880, 2.465], [-1.258, 1.432, 3.885], [-1.667, 1.419, 3.044]],
  "charge": -1,
  "e_lumo_ev": [3.632, 3.536],
  "spin_multiplicity": 2,
  "homo_energy_ev": [1.12, -5.97],
  "e_above_lowest_kj_mol": 71.54,
  "fmax_ev_per_a": 2.9,
  "orbital_gap_ev": [2.51, 9.51]
}

=====

No. 2
{
  "formula": "C30H38ClCsN8O4",
  "method": "ωB97M-V/def2-TZVPD",
  "species": ["Cs", "C", "C", "C", "C", "C", "C", "C", "H", "H", "H", "H", "H", "H", "H", "H", "O", "C", "O", "C", "C", "Cl", "N", "N", "C", "C", "O", "O", "C", "C", "C", "C", "C", "C", "H", "H", "H", "H", "H", "H", "C", "N", "C", "C", "N", "C", "C", "N", "C", "C", "N", "C", "N", "C", "C", "C", "N", "C", "H", "H", "H", "H", "H", "H", "H", "H", "H", "H", "H", "H", "H", "H", "H", "H", "H", "H", "H", "H", "H", "H", "H", "H"],
  "xyz": [[0.995, -0.841, -1.994], [5.004, -1.760, 0.290], [3.909, -2.757, 0.528], [3.412, -3.542, -0.505], [2.401, -4.461, -0.275], [1.876, -4.608, 0.998], [2.377, -3.844, 2.039], [3.386, -2.927, 1.806], [5.853, -1.973, 0.939], [4.650, -0.754, 0.516], [5.344, -1.797, -0.744], [3.837, -3.452, -1.497], [2.038, -5.075, -1.085], [1.087, -5.323, 1.183], [1.994, -3.976, 3.042], [3.790, -2.348, 2.625], [-3.510, -1.470, -5.823], [-4.399, -1.656, -4.878], [-5.591, -1.604, -5.087], [-3.870, -1.897, -3.507], [-4.633, -1.894, -2.347], [-6.320, -1.757, -2.249], [-3.792, -2.053, -1.287], [-2.533, -2.179, -1.730], [-2.540, -2.089, -3.040], [-1.198, -2.065, -3.743], [-1.157, -1.502, -4.858], [-0.232, -2.521, -3.120], [-3.959, -1.961, 0.106], [-5.101, -1.443, 0.707], [-5.140, -1.306, 2.085], [-4.058, -1.675, 2.865], [-2.918, -2.185, 2.264], [-2.867, -2.330, 0.892], [-2.538, -1.476, -5.487], [-5.946, -1.135, 0.116], [-6.023, -0.892, 2.548], [-4.088, -1.546, 3.935], [-2.061, -2.467, 2.859], [-1.982, -2.712, 0.404], [-2.046, 1.072, -1.965], [-1.710, 2.469, -1.978], [-2.802, 3.394, -1.770], [-2.064, 4.714, -1.609], [-0.760, 4.303, -1.107], [0.235, 5.348, -1.164], [-0.551, 2.963, -1.423], [0.462, 2.204, -1.255], [1.689, 2.656, -0.658], [2.625, 1.463, -0.399], [2.192, 0.652, 0.702], [2.427, 0.881, 1.932], [1.941, -0.002, 2.877], [0.774, -0.798, 2.614], [2.070, 0.570, 4.197], [3.264, 1.491, 4.003], [3.117, 1.885, 2.611], [4.200, 2.681, 2.089], [-2.836, 0.903, -2.697], [-2.393, 0.741, -0.975], [-1.176, 0.482, -2.242], [-3.373, 3.138, -0.864], [-3.481, 3.380, -2.626], [-2.541, 5.393, -0.898], [-1.962, 5.230, -2.575], [-0.222, 6.261, -0.778], [0.577, 5.542, -2.189], [1.092, 5.110, -0.543], [1.500, 3.147, 0.306], [2.219, 3.357, -1.319], [3.648, 1.843, -0.287], [2.607, 0.828, -1.291], [0.861, -1.217, 1.617], [-0.148, -0.206, 2.679], [0.743, -1.598, 3.352], [2.234, -0.208, 4.946], [1.174, 1.147, 4.474], [4.211, 0.949, 4.158], [3.252, 2.370, 4.653], [4.490, 3.401, 2.858], [3.886, 3.236, 1.210], [5.079, 2.075, 1.838]],
  "e_lumo_ev": -0.015,
  "homo_energy_ev": -8.60,
  "e_above_lowest_kj_mol": 119.02,
  "fmax_ev_per_a": 2.3,
  "orbital_gap_ev": 8.58
}

=====

No. 3
{
  "formula": "C4H16N6O4",
  "method": "ωB97M-V/def2-TZVPD",
  "species": ["C", "O", "H", "H", "H", "H", "C", "O", "N", "N", "H", "H", "H", "H", "C", "O", "N", "N", "H", "H", "H", "H", "C", "O", "N", "N", "H", "H", "H", "H"],
  "xyz": [[1.199, 0.612, -1.500], [0.690, -0.404, -0.624], [0.488, 1.437, -1.528], [2.174, 1.038, -1.264], [1.196, 0.247, -2.527], [0.585, -0.028, 0.253], [-2.329, 1.120, 0.561], [-1.330, 1.523, 1.150], [-2.444, 0.086, -0.242], [-3.432, 1.758, 0.696], [-1.554, -0.270, -0.561], [-3.349, 0.032, -0.686], [-4.256, 1.333, 0.296], [-3.388, 2.586, 1.274], [-0.586, -3.658, -0.853], [-0.831, -4.859, -0.905], [-0.808, -2.844, 0.138], [-0.071, -2.986, -1.850], [-0.280, -1.984, 0.149], [-1.120, -3.179, 1.039], [0.056, -1.990, -1.743], [0.023, -3.417, -2.758], [2.194, 1.400, 1.645], [1.671, 0.398, 2.131], [3.425, 1.327, 1.401], [1.571, 2.453, 1.315], [3.922, 2.197, 1.270], [3.915, 0.457, 1.551], [2.108, 3.168, 0.847], [0.561, 2.446, 1.322]],
  "charge": 1,
  "e_lumo_ev": [-2.742, -8.955],
  "spin_multiplicity": 2,
  "homo_energy_ev": [-11.92, -11.92],
  "fmax_ev_per_a": 7.2,
  "orbital_gap_ev": [9.18, 2.96]
}

=====

No. 4
{
  "formula": "C29H52F12O25S5",
  "method": "ωB97M-V/def2-TZVPD",
  "species": ["C", "C", "O", "C", "O", "C", "F", "F", "F", "H", "H", "H", "H", "H", "C", "C", "O", "C", "O", "C", "F", "F", "F", "H", "H", "H", "H", "H", "C", "C", "O", "C", "O", "C", "F", "F", "F", "H", "H", "H", "H", "H", "C", "C", "O", "C", "O", "C", "F", "F", "F", "H", "H", "H", "H", "H", "O", "S", "O", "O", "C", "C", "C", "H", "H", "H", "H", "H", "H", "H", "H", "O", "S", "O", "O", "C", "C", "C", "H", "H", "H", "H", "H", "H", "H", "H", "O", "S", "O", "O", "C", "C", "C", "H", "H", "H", "H", "H", "H", "H", "H", "C", "C", "O", "S", "O", "O", "O", "H", "H", "H", "H", "C", "C", "O", "S", "O", "O", "O", "H", "H", "H", "H"],
  "xyz": [[-2.416, -4.703, 0.639], [-1.641, -4.784, 1.904], [-1.603, -3.414, 2.523], [-2.583, -3.031, 3.301], [-3.643, -3.565, 3.515], [-2.260, -1.636, 3.817], [-1.195, -1.107, 3.253], [-3.274, -0.859, 3.702], [-1.957, -1.656, 5.077], [-2.056, -3.811, 0.115], [-3.473, -4.560, 0.858], [-2.246, -5.599, 0.043], [-0.538, -4.883, 1.863], [-2.035, -5.449, 2.668], [0.961, 2.111, -2.927], [0.507, 3.439, -2.422], [1.720, 4.147, -2.171], [1.545, 5.451, -1.994], [0.552, 6.158, -1.903], [2.970, 6.118, -1.716], [3.952, 5.262, -2.072], [3.136, 7.252, -2.376], [3.168, 6.297, -0.362], [0.079, 1.583, -3.196], [1.441, 1.614, -2.048], [1.659, 2.194, -3.781], [-0.053, 3.497, -1.478], [-0.049, 4.047, -3.223], [5.257, -4.287, -2.782], [3.903, -4.933, -2.675], [2.903, -3.879, -2.446], [1.662, -4.069, -2.680], [1.215, -5.079, -3.131], [0.836, -2.803, -2.611], [-0.318, -2.947, -1.987], [1.499, -1.834, -1.959], [0.607, -2.386, -3.819], [6.035, -4.988, -3.050], [5.564, -3.854, -1.837], [5.296, -3.504, -3.526], [3.823, -5.604, -1.875], [3.592, -5.394, -3.583], [-3.312, -0.469, -0.293], [-2.066, 0.037, -0.910], [-0.976, -0.591, -0.112], [-0.296, 0.206, 0.578], [-0.367, 1.381, 0.729], [0.924, -0.499, 1.309], [2.042, -0.204, 0.661], [1.031, -0.020, 2.528], [0.855, -1.792, 1.420], [-4.061, 0.006, -0.892], [-3.416, -0.042, 0.699], [-3.362, -1.558, -0.294], [-2.053, 1.130, -0.903], [-1.892, -0.358, -1.923], [-5.716, 0.029, 1.633], [-5.424, 0.997, 2.666], [-4.105, 1.475, 2.661], [-6.438, 2.110, 2.666], [-6.314, 3.188, 1.643], [-7.134, 2.987, 0.371], [-5.847, 0.431, 4.267], [-5.261, 3.432, 1.519], [-6.561, 4.114, 2.202], [-6.882, 3.821, -0.268], [-8.185, 2.994, 0.578], [-6.962, 2.041, -0.101], [-5.569, 1.218, 4.993], [-5.333, -0.516, 4.340], [-6.946, 0.313, 4.200], [2.583, 4.945, 2.903], [1.926, 3.978, 2.097], [1.969, 3.877, 0.691], [2.430, 2.596, 2.677], [2.802, 2.420, 4.033], [3.612, 1.140, 4.139], [0.194, 4.015, 2.477], [1.881, 2.349, 4.659], [3.366, 3.298, 4.374], [4.048, 1.102, 5.156], [4.500, 1.180, 3.481], [3.123, 0.227, 3.911], [0.049, 4.092, 3.601], [-0.342, 3.152, 2.090], [-0.187, 4.945, 2.016], [-3.555, 1.865, -3.046], [-3.927, 1.000, -4.137], [-3.794, 1.409, -5.488], [-3.175, -0.350, -3.986], [-2.397, -1.053, -5.002], [-2.979, -2.443, -5.041], [-5.557, 0.464, -3.964], [-1.401, -1.083, -4.660], [-2.428, -0.493, -5.942], [-4.088, -2.399, -5.248], [-2.779, -2.904, -4.082], [-2.423, -3.007, -5.808], [-6.093, 1.333, -4.181], [-5.665, 0.008, -2.954], [-5.716, -0.352, -4.650], [4.241, -2.759, 1.207], [5.112, -1.815, 2.139], [5.114, -2.499, 3.372], [4.024, -3.648, 3.520], [3.059, -3.373, 4.521], [4.850, -4.844, 3.417], [3.305, -3.372, 2.113], [4.941, -3.439, 0.801], [3.545, -2.410, 0.412], [4.786, -0.786, 2.322], [6.134, -1.836, 1.910], [4.436, 1.634, 0.569], [4.673, 2.457, -0.726], [5.518, 1.638, -1.515], [5.063, 0.148, -1.260], [6.169, -0.676, -1.435], [3.846, -0.054, -1.936], [4.807, 0.318, 0.264], [3.416, 1.624, 0.926], [5.111, 1.907, 1.362], [5.242, 3.353, -0.521], [3.715, 2.713, -1.195]],
  "e_lumo_ev": 0.317,
  "homo_energy_ev": -10.89,
  "e_above_lowest_kj_mol": 0.00,
  "fmax_ev_per_a": 3.9,
  "orbital_gap_ev": 11.21
}